The following is a quantum chemistry calculation of a structure of composition C22H36CdN2O6Si at a distorted geometry, from OMol25.

```
! RIJCOSX wB97M-V def2-TZVPD def2/J DEFGRID3
* xyz 0 1
Cd 2.38 -1.03 -0.09
N 4.89 -0.36 1.22
C 5.24 0.98 0.77
C 6.53 1.46 0.79
C 6.78 2.80 0.44
C 5.74 3.60 0.02
C 4.43 3.13 -0.16
C 3.37 3.87 -0.74
C 2.14 3.25 -0.86
C 1.98 1.91 -0.47
N 2.95 1.20 0.08
C 4.19 1.78 0.23
H 4.30 -0.45 2.08
H 5.68 -0.99 1.31
H 7.33 0.86 1.21
H 7.77 3.25 0.52
H 6.00 4.65 -0.28
H 3.57 4.86 -1.16
H 1.32 3.76 -1.34
H 0.95 1.50 -0.54
C -3.05 -1.22 3.45
C -2.54 -0.14 2.49
C -3.63 0.77 2.00
C -1.41 0.73 3.04
O -2.00 -0.88 1.36
Si -1.09 -0.54 0.00
O 0.48 -0.57 0.23
O -1.64 -1.64 -1.06
C -2.05 -3.02 -0.95
C -2.04 -3.50 -2.38
C -1.01 -3.73 -0.06
C -3.47 -3.14 -0.34
O -1.50 1.01 -0.51
C -2.15 1.39 -1.76
C -2.33 2.91 -1.64
C -1.36 1.00 -2.97
C -3.51 0.78 -1.75
H -3.47 -0.80 4.39
H -2.19 -1.82 3.75
H -3.83 -1.82 2.96
H -4.11 1.25 2.88
H -4.40 0.27 1.42
H -3.27 1.59 1.39
H -1.70 1.16 3.99
H -1.21 1.54 2.36
H -0.50 0.12 3.18
H -1.12 -3.35 -2.87
H -2.77 -2.92 -2.91
H -2.33 -4.55 -2.40
H -0.01 -3.77 -0.50
H -1.35 -4.77 0.08
H -0.99 -3.27 0.90
H -4.21 -2.55 -0.94
H -3.42 -2.81 0.65
H -3.78 -4.19 -0.33
H -1.39 3.38 -1.66
H -2.77 3.10 -0.62
H -3.06 3.27 -2.34
H -0.36 1.45 -3.03
H -1.89 1.22 -3.89
H -1.23 -0.09 -3.00
H -4.06 1.16 -0.90
H -3.48 -0.30 -1.59
H -4.11 0.91 -2.66
O 3.37 -3.05 1.09
C 3.46 -3.45 -0.10
O 3.11 -2.72 -1.13
H 3.87 -4.42 -0.36
*
```

Properties
lowest unoccupied orbital energy = -0.023 Eh
highest occupied orbital energy = -8.91 eV
energy above the lowest of the compared OMol25 structures with the same formula, charge and spin = 0.000 eV
orbital gap = 8.29 eV